{"formula": "C8H27As2F12N9O5Tl", "method": "ωB97M-V/def2-TZVPD", "elements": ["Tl", "As", "F", "F", "F", "F", "F", "F", "As", "F", "F", "F", "F", "F", "F", "C", "C", "C", "O", "C", "N", "H", "H", "H", "H", "H", "H", "H", "H", "H", "H", "H", "C", "O", "N", "N", "H", "H", "H", "H", "C", "O", "N", "N", "H", "H", "H", "H", "C", "O", "N", "N", "H", "H", "H", "H", "C", "O", "N", "N", "H", "H", "H", "H"], "positions_angstrom": [[-9.222, -24.279, -35.825], [-7.704, -19.775, -35.314], [-7.146, -18.064, -35.231], [-9.307, -19.466, -34.741], [-8.252, -21.519, -35.611], [-6.085, -20.316, -35.944], [-7.248, -19.957, -33.546], [-8.249, -19.442, -37.062], [-5.422, -27.079, -35.665], [-4.926, -26.689, -37.411], [-6.260, -28.550, -36.316], [-6.005, -27.403, -34.037], [-4.711, -25.578, -35.189], [-7.047, -26.277, -35.960], [-3.940, -28.007, -35.567], [-10.749, -21.964, -31.408], [-9.947, -22.520, -32.616], [-8.428, -22.764, -32.372], [-7.709, -23.296, -33.510], [-6.410, -23.722, -33.199], [-10.687, -23.699, -33.066], [-10.474, -20.936, -31.174], [-10.535, -22.578, -30.532], [-11.797, -21.858, -31.686], [-10.018, -21.831, -33.458], [-8.189, -23.358, -31.490], [-8.095, -21.758, -32.117], [-5.815, -23.809, -34.108], [-6.335, -24.621, -32.588], [-5.787, -23.018, -32.647], [-11.622, -23.316, -33.046], [-10.637, -24.443, -32.385], [-10.062, -28.321, -36.119], [-10.066, -27.107, -36.182], [-11.197, -29.065, -36.016], [-8.980, -28.996, -36.191], [-11.156, -30.072, -36.095], [-12.039, -28.509, -36.044], [-9.112, -29.979, -36.382], [-8.015, -28.729, -36.319], [-12.113, -25.074, -38.543], [-11.216, -24.848, -37.747], [-12.362, -24.482, -39.689], [-13.202, -25.657, -38.228], [-13.252, -24.731, -40.097], [-11.694, -23.902, -40.177], [-13.324, -25.956, -37.271], [-13.657, -26.209, -38.941], [-11.933, -21.223, -35.779], [-11.026, -22.066, -35.959], [-13.204, -21.499, -35.516], [-11.737, -19.963, -35.696], [-13.710, -20.669, -35.241], [-13.694, -22.337, -35.795], [-10.743, -19.793, -35.645], [-12.400, -19.224, -35.880], [-8.680, -26.522, -32.437], [-8.634, -25.920, -33.510], [-7.634, -26.956, -31.785], [-9.746, -26.697, -31.783], [-7.871, -27.032, -30.806], [-6.804, -27.160, -32.324], [-10.658, -26.536, -32.187], [-9.682, -27.287, -30.966]], "lumo_energy_ha": -0.355, "total_charge": 1, "max_force_ha_per_bohr": 0.1424, "homo_ev": -13.14, "multiplicity": 1}

---

{"formula": "C5H6O2S", "method": "ωB97M-V/def2-TZVPD", "elements": ["C", "C", "C", "C", "C", "H", "H", "H", "H", "H", "H", "O", "O", "S"], "positions_angstrom": [[-0.883, 1.779, -0.930], [-1.397, 0.457, -0.483], [-0.462, -0.706, -0.250], [0.288, -0.729, 1.111], [1.567, -0.734, 0.173], [-1.501, 2.313, -1.660], [-1.001, -1.643, -0.430], [0.138, -1.609, 1.716], [0.288, 0.220, 1.724], [2.131, -1.672, 0.307], [2.218, 0.121, 0.383], [-2.601, 0.343, -0.315], [0.787, -0.667, -0.989], [0.426, 2.527, -0.356]], "lumo_energy_ha": -0.047, "max_force_ha_per_bohr": 0.0529, "homo_ev": -9.17, "smiles": "O=C(C=S)[C@@H]1CCO1", "multiplicity": 1}